# 1
# C14H23BBeN6

A structure of composition C14H23BBeN6 (ωB97M-V/def2-TZVPD, the Open Molecules 2025 dataset).

Each line ends with the Mulliken charge.
Cartesian coordinates (Å):
H1 2.83 0.01 2.17  0.103
C1 -1.79 -0.29 2.39  0.074
C2 1.61 1.96 -0.03  -0.137
H2 1.22 -4.24 0.43  0.304
Be1 -0.58 -0.28 -0.11  -0.484
H3 -0.41 4.57 -0.30  0.457
H4 -2.69 0.00 -4.51  0.393
H5 0.36 -2.23 -1.71  -0.671
C3 2.33 -1.97 -0.93  -1.294
C4 -1.52 -0.57 -2.72  0.121
C5 0.15 3.65 -0.21  -0.110
H6 2.48 1.32 0.06  0.499
N1 -2.33 1.32 0.97  -0.093
B1 -2.05 2.15 -0.31  -0.070
H7 4.35 0.73 2.79  0.348
H8 -0.23 -4.29 -0.57  0.383
C6 -2.76 1.29 -2.71  -0.065
C7 -3.07 1.51 2.07  -0.083
C8 -2.76 0.52 3.00  -1.183
H9 -3.77 2.34 2.10  0.464
H10 2.88 -2.57 -1.66  0.421
N2 -0.52 2.48 -0.22  -0.046
C9 -2.38 0.21 -3.50  -1.144
N3 -1.54 0.19 1.16  0.258
H11 2.31 4.06 -0.03  0.411
C10 0.21 -1.71 0.36  -0.316
H12 2.87 -2.01 0.02  0.241
H13 -2.74 3.12 -0.41  -0.096
H14 1.36 -4.52 -1.33  0.431
C11 3.90 -0.16 2.33  -0.972
H15 4.04 -1.02 3.00  0.301
C12 0.81 -3.97 -0.55  -1.650
H16 -0.64 -2.29 0.74  0.423
H17 -3.41 2.13 -2.90  0.461
C13 1.50 3.36 -0.08  -1.239
N4 -1.38 0.02 -1.51  0.178
N5 -2.15 1.18 -1.52  -0.140
H18 -1.27 -1.16 2.76  0.506
H19 -3.16 0.39 3.98  0.392
H20 2.36 -0.93 -1.26  0.239
H21 0.91 -1.47 1.17  0.225
C14 0.89 -2.46 -0.77  1.180
H22 4.38 -0.36 1.40  0.263
N6 0.37 1.43 -0.12  0.257
H23 -1.00 -1.48 -2.94  0.463

Summary:
E_LUMO: 0.673 eV
2S+1: 1
HOMO: -8.1094 eV

=====

# 2
# C14H23BCrN6

A structure of composition C14H23BCrN6 (ωB97M-V/def2-TZVPD, the Open Molecules 2025 dataset).

Each line ends with the Mulliken charge.
Cartesian coordinates (Å):
H1 -1.14 -2.42 2.55  0.309
C1 2.24 -2.06 -1.33  -0.268
C2 -2.66 -0.47 -1.27  -0.339
H2 1.21 -0.91 2.82  0.081
N1 0.67 1.79 -1.21  0.119
H3 -0.29 -1.66 1.03  0.158
Cr1 0.41 0.14 -0.27  0.202
H4 3.52 -0.15 3.21  0.384
H5 0.32 0.51 -4.45  -0.110
C3 2.09 -1.60 -3.50  -0.063
H6 2.14 -1.54 -4.60  0.425
N2 0.66 1.77 -2.60  -0.117
H7 -1.80 -0.91 1.89  0.239
C4 0.92 3.01 -3.07  -0.129
C5 1.43 0.16 2.72  1.199
N3 -1.35 -0.15 -1.41  0.221
H8 0.88 3.31 0.23  0.482
N4 1.30 -0.74 -2.83  -0.009
H9 -4.29 -0.71 -2.75  0.380
B1 0.32 0.39 -3.27  0.096
H10 0.98 3.21 -4.13  0.448
C6 0.23 0.92 3.28  -1.243
H11 -1.93 -2.44 1.00  0.367
H12 0.16 0.77 4.37  0.407
H13 2.55 -0.02 0.88  0.171
C7 1.07 3.87 -1.95  -1.129
H14 -3.08 -0.65 -0.28  0.432
H15 1.89 1.62 1.19  0.379
C8 -3.25 -0.49 -2.54  -1.136
H16 3.43 -3.23 -2.80  0.396
N5 -1.11 0.03 -2.76  0.190
H17 0.30 1.99 3.06  0.261
C9 1.69 0.54 1.27  -0.968
H18 1.31 4.91 -1.96  0.403
C10 2.67 0.44 3.57  -1.660
H19 2.46 -2.44 -0.36  0.548
H20 2.98 1.49 3.50  0.327
H21 -2.20 -0.12 -4.52  0.442
C11 2.72 -2.45 -2.59  -1.209
C12 -1.24 -1.84 1.62  -1.058
C13 0.87 3.07 -0.82  -0.234
N6 1.41 -1.00 -1.47  0.123
C14 -2.24 -0.18 -3.44  -0.056
H22 -0.71 0.56 2.87  0.112
H23 2.49 0.18 4.63  0.424

Summary:
E_LUMO (spin up / spin down): 0.670 / 0.664 eV
⟨S²⟩: 6.0324
2S+1: 5
HOMO (spin up / spin down): -6.4364 / -7.6373 eV

=====

# 3
# C14H23Br2N4O2

The ion C14H23Br2N4O2 with charge +1 (ωB97M-V/def2-TZVPD, the Open Molecules 2025 dataset).

Each line ends with the Mulliken charge.
Cartesian coordinates (Å):
H1 -2.34 3.40 2.09  0.335
C1 4.50 -0.45 0.03  -0.254
H2 -5.16 -0.02 -0.36  0.257
N1 1.10 0.24 -3.65  -0.658
H3 3.10 -0.57 -3.39  0.213
N2 3.07 0.26 1.93  -0.764
C2 2.79 1.13 -1.90  -1.000
H4 -4.41 -0.88 2.23  0.351
N3 -3.43 1.00 1.70  -0.422
H5 -2.66 1.74 -0.19  0.241
H6 2.10 -2.58 -0.35  0.196
H7 0.50 0.98 -3.22  0.222
C3 -4.31 -0.79 -0.05  0.336
H8 -5.23 -2.62 1.12  0.295
H9 1.80 0.95 3.66  0.370
H10 3.93 1.32 -2.07  0.279
H11 -2.65 -1.08 1.59  0.245
C4 -4.96 -2.34 0.01  -1.020
C5 4.37 -1.93 -0.08  0.213
N4 3.28 0.32 0.59  0.891
H12 2.78 -2.43 1.48  0.251
Br1 5.94 -2.96 -0.78  -0.089
H13 2.23 2.05 -2.40  0.453
H14 0.35 2.57 -0.65  0.216
H15 -3.82 -0.93 -2.04  0.324
H16 -4.11 -3.09 -0.35  0.263
H17 -4.26 1.50 1.29  0.305
O1 -3.32 -0.81 -1.16  -0.547
Br2 6.24 0.38 -0.50  -0.012
C6 -1.50 2.82 1.46  -0.512
C7 -3.65 -0.47 1.41  -0.706
H18 1.82 -1.05 -1.97  -0.018
C8 2.37 1.11 -0.27  0.662
O2 -0.39 2.58 2.39  -0.372
C9 3.01 -2.79 0.36  -0.732
C10 0.75 1.90 1.74  0.344
C11 1.91 1.01 2.47  -0.316
H19 0.43 -0.56 -3.85  0.285
C12 1.03 1.96 0.09  -0.256
H20 -5.85 -2.47 -0.74  0.309
H21 3.32 -3.92 0.45  0.355
H22 -1.18 3.58 0.61  0.227
C13 -2.24 1.46 0.89  -0.182
C14 2.21 -0.21 -2.70  0.107
H23 -1.47 0.57 0.69  0.312

Summary:
E_LUMO: -4.975 eV
Total charge: +1
2S+1: 1
HOMO: -11.8141 eV

=====

# 4
# C14H23BrN2O3P

A cluster of 2 separate species, C14H23BrN2O3P in total (ωB97M-V/def2-TZVPD, the Open Molecules 2025 dataset).

Each line ends with the Mulliken charge.
Cartesian coordinates (Å):
H1 -2.97 0.39 -2.64  0.262
C1 -0.42 -0.39 -0.91  -0.780
C2 -1.90 0.49 -2.83  -1.323
N1 -1.97 -2.33 0.46  -0.113
C3 2.90 0.96 -0.37  0.061
O1 4.42 -0.17 -1.80  -0.447
C4 -1.20 -0.65 -2.16  0.651
H2 2.43 0.16 0.20  0.134
H3 -0.81 -2.48 -2.13  0.334
Br1 1.00 4.06 0.98  -0.302
H4 -1.60 1.45 -2.43  0.293
C5 -2.32 -1.15 0.99  0.170
H5 0.00 1.61 3.19  0.181
H6 -4.97 -2.06 2.91  0.395
H7 6.13 0.32 -0.76  0.310
C6 5.09 0.07 -0.56  -0.462
H8 2.38 -0.17 -2.17  0.226
H9 -1.74 0.43 -3.90  0.443
H10 5.06 -0.85 0.04  0.260
H11 4.69 2.17 -0.22  0.325
H12 -1.15 3.12 1.72  0.461
H13 3.22 1.36 -2.48  0.194
H14 1.38 1.63 2.13  0.349
C7 3.15 0.51 -1.80  -0.277
C8 0.31 1.45 2.15  -0.463
C9 -0.32 2.58 1.28  -0.256
H15 2.27 1.84 -0.31  0.087
C10 4.33 1.20 0.13  -0.707
C11 -4.14 -2.13 2.22  -0.528
N2 -1.29 -1.79 -2.70  -0.888
H16 -2.44 -4.35 0.34  0.348
C12 -3.79 -3.34 1.64  -0.393
C13 -2.70 -3.40 0.78  -0.436
H17 0.35 0.33 -1.19  0.084
H18 0.10 -1.28 -0.60  0.520
P1 -1.36 0.43 0.50  0.982
O2 -0.04 0.21 1.65  -0.543
C14 -3.39 -1.02 1.89  -0.640
H19 4.42 1.17 1.21  0.328
H20 -2.50 0.82 -0.31  0.149
H21 -4.35 -4.24 1.84  0.345
H22 -3.62 -0.05 2.31  0.343
H23 -2.04 1.10 1.60  -0.173
O3 -0.58 2.00 0.08  -0.507

Summary:
E_LUMO: 2.930 eV
Total charge: -1
2S+1: 1
HOMO: -5.0345 eV

=====

# 5
# C14H23BrNO

The ion C14H23BrNO with charge +1 (ωB97M-V/def2-TZVPD, the Open Molecules 2025 dataset).

Each line ends with the Mulliken charge.
Cartesian coordinates (Å):
H1 -0.45 -0.58 3.84  0.358
H2 -1.45 0.69 -4.37  0.281
H3 -1.78 3.11 -3.72  0.436
H4 -3.79 1.41 -0.83  0.365
C1 1.63 -1.02 3.79  -0.870
H5 -0.29 1.68 -2.38  0.305
H6 4.08 -1.35 4.72  0.368
C2 -2.42 1.09 -4.07  -0.221
C3 -2.04 -0.03 1.81  -0.617
C4 -3.15 0.09 0.76  -1.023
C5 2.69 -1.03 1.65  -0.552
H7 -1.97 0.88 2.41  0.439
N1 -1.76 0.89 -1.13  0.377
C6 4.09 -1.55 3.66  -1.453
C7 0.41 -0.71 3.21  -0.498
H8 -2.66 2.25 -5.88  0.359
H9 -3.18 2.64 -2.77  0.308
H10 3.57 -1.14 1.03  0.425
H11 -4.09 0.28 1.28  0.425
C8 -3.20 1.49 -5.32  -1.410
H12 -2.97 0.30 -3.56  0.337
C9 2.78 -1.19 3.03  0.633
H13 -2.03 0.12 -1.75  0.430
H14 1.68 -1.14 4.86  0.348
H15 -2.64 2.15 0.31  0.360
O1 -0.82 -0.26 1.13  -0.336
C10 0.32 -0.56 1.84  0.852
C11 -2.89 1.23 -0.23  -0.572
Br1 1.34 -0.46 -0.81  -0.182
H16 -3.24 -0.85 0.22  0.343
H17 -0.99 0.53 -0.52  0.002
H18 -2.27 -0.88 2.47  0.468
C12 -2.21 2.29 -3.15  -0.546
H19 -1.12 2.88 -1.37  0.323
H20 4.91 -0.99 3.20  0.376
H21 -3.35 0.63 -5.97  0.378
C13 -1.26 1.99 -1.99  -0.652
H22 -4.17 1.89 -5.05  0.354
C14 1.48 -0.71 1.08  -0.022
H23 4.29 -2.61 3.51  0.304

Summary:
E_LUMO: -2.316 eV
Total charge: +1
2S+1: 1
HOMO: -11.5453 eV

=====

One value per record, in order, for calculated total energy: -24913.5951 -52930.0298 -165011.7681 -103345.0803 -88465.7292 eV.
One value per record, in order, for F_max: 0.0399 0.0757 0.1184 0.0224 0.0149 hartree/bohr.